## w
This record from the OMol25 dataset describes 2 unconnected molecules or ions with the total composition C4H10NO. The level of theory is wB97M-V/def2-TZVPD.

XYZ file:
```
16
Properties=species:S:1:pos:R:3:nbo_charge:R:1
C -0.608 1.236 0.580 -0.4922
C -1.127 0.012 0.397 0.3221
O -0.294 -1.028 -0.084 -0.7292
C -2.547 -0.379 0.655 -0.6865
H -1.262 2.003 1.018 0.2440
H 0.398 1.488 0.288 0.1824
H -0.855 -1.790 -0.250 0.5186
H -3.095 0.477 1.032 0.2565
H -3.019 -0.727 -0.282 0.2355
H -2.612 -1.205 1.369 0.2385
C 2.735 0.388 -0.275 0.1374
N 1.846 -0.018 -1.116 -0.5814
H 3.698 0.680 -0.619 0.2274
H 2.441 0.443 0.766 0.2299
H 0.877 -0.414 -0.829 0.4703
H 2.111 0.034 -2.090 0.4269
```

- Total charge: +1
- Gap between HOMO and LUMO: 8.14 eV
- Highest occupied orbital energy: -13.2139 eV


## x
This record from the OMol25 dataset describes a molecular structure, C4H10NO. The level of theory is wB97M-V/def2-TZVPD.

XYZ file:
```
16
Properties=species:S:1:pos:R:3:nbo_charge:R:1
C -0.933 0.661 1.077 0.1017
C -0.558 -0.179 -0.655 0.3097
C -0.273 0.262 -2.085 -0.6429
C 1.170 -0.765 1.221 -0.4086
N 0.407 0.330 0.477 -0.3813
O -1.685 0.367 -0.008 -0.4755
H -1.150 0.009 1.979 0.2013
H -1.013 1.743 1.485 0.2200
H -0.550 -1.241 -0.565 0.1916
H 0.757 -0.161 -2.371 0.2410
H -0.266 1.324 -2.211 0.2452
H -0.972 -0.306 -2.612 0.2587
H 0.509 -1.673 1.149 0.2341
H 2.132 -0.985 0.615 0.2449
H 1.444 -0.457 2.151 0.2338
H 0.980 1.071 0.353 0.4263
```

- Total charge: +1
- Gap between HOMO and LUMO: 12.19 eV
- Highest occupied orbital energy: -15.3603 eV


## y
This record from the OMol25 dataset describes a gas-phase ion, C4H10NO (charge +1). The level of theory is wB97M-V/def2-TZVPD.

XYZ file:
```
16
Properties=species:S:1:pos:R:3:nbo_charge:R:1
C -1.543 -0.099 1.201 -0.6137
C -0.356 0.721 0.650 -0.4655
C 0.570 -0.152 -0.034 -0.1381
N 1.605 0.581 -0.957 -0.6860
C -0.176 -1.216 -1.030 0.4065
O -0.284 -2.332 -0.623 -0.4152
H -2.215 -0.424 0.368 0.2282
H -1.134 -0.972 1.793 0.2256
H -2.037 0.504 1.987 0.2524
H -0.946 1.533 -0.004 0.2286
H 0.190 1.349 1.378 0.2387
H 1.091 -0.836 0.733 0.2657
H 1.342 1.392 -1.465 0.4452
H 1.943 -0.206 -1.548 0.4498
H 2.376 0.953 -0.468 0.4408
H -0.424 -0.796 -1.980 0.1371
```

- Total charge: +1
- Gap between HOMO and LUMO: 10.51 eV
- Highest occupied orbital energy: -14.6182 eV
- Structure (SMILES): CC[C@H]([NH3+])C=O


Quick look at relative energies in eV: w 0.000; x 0.839; y 0.484.


## w
This record from the OMol25 dataset describes a gas-phase ion, C4H10NO (charge +1). The level of theory is wB97M-V/def2-TZVPD.

XYZ file:
```
16
Properties=species:S:1:pos:R:3:nbo_charge:R:1
C -2.206 -1.095 -0.565 -0.2590
O -0.987 -0.785 0.070 -0.5416
C -0.531 0.655 -0.146 0.0796
N 0.739 0.811 0.554 -0.3685
C 1.582 -0.356 0.840 -0.2043
C 2.014 0.647 -0.143 -0.2130
H -2.331 -2.164 -0.413 0.2226
H -2.166 -0.883 -1.637 0.1795
H -3.046 -0.563 -0.110 0.1847
H -1.296 1.318 0.260 0.2213
H -0.418 0.808 -1.224 0.2069
H 0.699 1.524 1.281 0.4546
H 1.168 -1.295 0.499 0.2790
H 2.035 -0.392 1.822 0.2534
H 2.796 1.353 0.109 0.2541
H 1.947 0.418 -1.199 0.2508
```

- Total charge: +1
- Gap between HOMO and LUMO: 11.28 eV
- Highest occupied orbital energy: -14.5733 eV
- Structure (SMILES): COC[NH+]1CC1


## x
This record from the OMol25 dataset describes 2 unconnected molecules or ions with the total composition C4H10NO. The level of theory is wB97M-V/def2-TZVPD.

XYZ file:
```
16
Properties=species:S:1:pos:R:3:nbo_charge:R:1
O 1.524 -0.378 0.526 -0.3027
C 0.370 -0.641 0.664 0.2800
C -0.642 -0.288 -0.371 0.3853
C -2.029 -0.563 -0.242 -0.5658
C -2.877 0.715 0.050 -0.5575
N 4.390 0.408 -0.410 -1.0753
H -0.009 -1.144 1.571 0.1709
H -0.292 0.218 -1.276 0.2445
H -2.173 -1.271 0.574 0.2590
H -2.327 -1.032 -1.196 0.3249
H -3.913 0.411 0.190 0.2738
H -2.537 1.242 0.945 0.2418
H -2.839 1.421 -0.786 0.2451
H 4.880 -0.478 -0.396 0.3621
H 3.514 0.299 0.076 0.3482
H 4.961 1.082 0.082 0.3656
```

- Total charge: +1
- Gap between HOMO and LUMO: 3.57 eV
- Highest occupied orbital energy: -12.3125 eV


## y
This record from the OMol25 dataset describes 2 unconnected molecules or ions with the total composition C4H10NO. The level of theory is wB97M-V/def2-TZVPD.

XYZ file:
```
16
Properties=species:S:1:pos:R:3:nbo_charge:R:1
C 1.787 -2.521 0.428 0.1198
C -0.767 0.831 0.092 0.6887
C -2.119 1.425 0.395 -0.7237
C -0.282 0.996 -1.313 -0.7342
N 1.896 -1.236 0.547 -0.5765
O -0.080 0.257 0.990 -0.6164
H 2.624 -3.206 0.469 0.2182
H 0.925 -3.046 0.741 0.2132
H -2.114 2.505 0.218 0.2644
H -2.321 1.274 1.428 0.2534
H -2.803 1.021 -0.332 0.2534
H 0.544 0.306 -1.336 0.2226
H 0.148 1.983 -1.452 0.2756
H -1.192 0.910 -1.989 0.2640
H 0.959 -0.649 0.712 0.4559
H 2.795 -0.849 0.401 0.4218
```

- Total charge: +1
- Gap between HOMO and LUMO: 9.75 eV
- Highest occupied orbital energy: -14.6951 eV


## z
This record from the OMol25 dataset describes a gas-phase ion, C4H10NO (charge +1). The level of theory is wB97M-V/def2-TZVPD.

XYZ file:
```
16
Properties=species:S:1:pos:R:3:nbo_charge:R:1
C -1.540 -0.930 0.648 -0.4368
N -0.520 0.137 0.839 -0.5161
C 0.685 -0.144 0.053 0.3856
O 1.476 -1.169 0.646 -0.6874
C 0.652 0.438 -1.326 -0.4828
C 1.396 1.380 -0.442 -0.4130
H -2.208 -0.983 1.419 0.2379
H -2.185 -0.854 -0.242 0.2503
H -1.034 -1.875 0.678 0.2478
H -0.180 0.309 1.823 0.4645
H -0.887 0.970 0.401 0.4459
H 2.187 -1.494 0.059 0.5193
H -0.200 0.828 -1.813 0.2430
H 1.250 -0.142 -2.193 0.2732
H 2.469 1.261 -0.528 0.2490
H 0.888 2.128 0.184 0.2196
```

- Total charge: +1
- Gap between HOMO and LUMO: 10.26 eV
- Highest occupied orbital energy: -13.6317 eV
- Structure (SMILES): C[NH2+]C1(O)CC1


Quick look at relative energies in eV: w 0.952; x 2.910; y 0.000; z 1.642.